DFT (the ωB97M-V functional and the def2-TZVPD basis) results for 8 unconnected molecules or ions with the total composition C26H73N5O11.

* SMILES: COC[C@H](C)N.COC[C@H](C)N.COC[C@H](C)N.COC[C@H](C)N.COC[C@H](C)N.OCCO.OCCO.OCCO
* total energy: -58112.4937 eV
* LUMO: 0.43 eV
* energy relative to the best compared isomer or geometry (same formula, charge and spin): 255.3 kJ/mol
* molecular weight: 631.89 g/mol

The geometry in ORCA input format:
```
! wB97M-V def2-TZVPD RIJCOSX def2/J DEFGRID3
* xyz 0 1
C -7.126 -3.620 14.357
C -5.680 -3.785 14.818
C -5.202 -5.241 14.970
O -3.848 -5.246 15.411
C -3.500 -6.571 15.809
N -4.746 -3.069 13.903
H -7.328 -3.961 13.339
H -7.416 -2.568 14.332
H -7.813 -4.167 15.005
H -5.585 -3.421 15.848
H -5.281 -5.734 13.998
H -5.781 -5.621 15.819
H -3.889 -7.351 15.149
H -3.838 -6.727 16.834
H -2.421 -6.670 15.688
H -4.963 -2.083 13.959
H -3.844 -3.320 14.292
C -9.980 -2.596 22.195
C -8.931 -1.685 21.561
C -7.590 -1.430 22.307
O -7.783 -0.714 23.490
C -6.629 -0.682 24.298
N -8.660 -2.079 20.170
H -10.865 -2.752 21.584
H -10.164 -2.132 23.167
H -9.541 -3.569 22.422
H -9.383 -0.684 21.496
H -6.991 -0.829 21.609
H -7.070 -2.393 22.377
H -5.770 -0.447 23.654
H -6.405 -1.615 24.821
H -6.752 0.164 24.972
H -7.996 -1.407 19.792
H -9.477 -1.971 19.581
C -6.053 -13.118 19.447
C -6.772 -12.927 20.782
C -7.437 -11.499 20.761
O -8.175 -11.160 21.924
C -8.916 -10.006 21.647
N -7.784 -13.939 21.010
H -5.428 -14.009 19.430
H -5.317 -12.315 19.351
H -6.795 -13.073 18.651
H -6.036 -12.915 21.587
H -8.005 -11.371 19.833
H -6.598 -10.795 20.655
H -8.204 -9.243 21.288
H -9.262 -9.568 22.585
H -9.716 -9.969 20.899
H -8.528 -13.840 20.328
H -8.202 -13.759 21.917
C -13.687 -7.130 19.599
C -14.313 -7.020 18.208
C -15.802 -6.764 18.288
O -16.316 -6.686 16.963
C -17.726 -6.587 16.938
N -13.634 -5.921 17.463
H -14.025 -6.236 20.128
H -12.617 -7.313 19.657
H -14.101 -7.960 20.181
H -14.141 -7.880 17.558
H -16.038 -5.853 18.848
H -16.279 -7.636 18.752
H -18.030 -5.758 17.592
H -18.220 -7.439 17.413
H -18.082 -6.352 15.941
H -14.236 -5.795 16.654
H -13.637 -5.059 17.998
C -9.431 -5.185 19.654
C -8.201 -5.992 20.062
C -7.208 -6.385 18.997
O -7.837 -7.077 17.927
C -7.962 -8.515 17.979
N -7.426 -5.235 21.078
H -10.008 -4.718 20.444
H -10.115 -5.977 19.327
H -9.220 -4.528 18.813
H -8.589 -6.880 20.574
H -6.367 -6.916 19.452
H -6.839 -5.469 18.524
H -8.982 -8.649 17.616
H -7.869 -9.023 18.940
H -7.193 -8.734 17.238
H -7.156 -4.333 20.707
H -6.676 -5.698 21.562
C -11.625 -10.392 15.910
C -11.932 -11.043 14.581
O -13.333 -10.936 14.219
O -12.487 -10.933 16.915
H -11.829 -9.325 15.767
H -10.570 -10.501 16.151
H -11.705 -12.105 14.451
H -11.334 -10.588 13.782
H -13.457 -11.553 13.495
H -13.341 -10.593 16.616
C -7.281 -5.648 24.144
C -6.449 -6.924 24.007
O -6.286 -7.371 22.652
O -8.578 -5.762 23.616
H -6.766 -4.783 23.717
H -7.309 -5.592 25.235
H -7.022 -7.782 24.398
H -5.563 -6.912 24.654
H -5.873 -8.235 22.734
H -8.470 -5.782 22.634
C -8.317 -11.527 14.553
C -7.414 -11.430 13.315
O -6.683 -12.669 13.273
O -7.580 -11.190 15.728
H -8.880 -12.436 14.785
H -9.051 -10.713 14.460
H -6.729 -10.591 13.426
H -8.027 -11.363 12.415
H -7.009 -13.206 12.550
H -6.741 -11.649 15.566
*
```

Atom charges from the Löwdin analysis, given in e for atoms 1 to 99: C -0.07; C -0.44; C -0.21; O -0.20; C -0.10; N 0.04; H 0.08; H 0.07; H 0.07; H 0.13; H 0.13; H 0.12; H 0.08; H 0.09; H 0.09; H 0.06; H 0.06; C -0.05; C -0.42; C -0.22; O -0.17; C -0.11; N 0.03; H 0.07; H 0.08; H 0.05; H 0.13; H 0.12; H 0.12; H 0.09; H 0.09; H 0.09; H 0.07; H 0.08; C -0.07; C -0.43; C -0.22; O -0.16; C -0.14; N 0.03; H 0.08; H 0.08; H 0.08; H 0.14; H 0.12; H 0.12; H 0.06; H 0.09; H 0.10; H 0.07; H 0.07; C -0.06; C -0.43; C -0.22; O -0.20; C -0.11; N 0.04; H 0.08; H 0.07; H 0.08; H 0.13; H 0.13; H 0.13; H 0.08; H 0.09; H 0.09; H 0.06; H 0.06; C -0.04; C -0.40; C -0.21; O -0.21; C -0.06; N 0.04; H 0.05; H 0.07; H 0.07; H 0.13; H 0.13; H 0.12; H 0.08; H 0.06; H 0.08; H 0.07; H 0.04; C -0.23; C -0.25; O -0.07; O -0.06; H 0.13; H 0.10; H 0.12; H 0.11; H 0.08; H 0.08; C -0.27; C -0.23; O -0.10; O -0.09


DFT (the ωB97M-V functional and the def2-TZVPD basis) results for 8 unconnected molecules or ions with the total composition C26H73N5O8.

* SMILES: COC[C@H](C)N.COC[C@H](C)N.COC[C@H](C)N.COC[C@H](C)N.COC[C@H](C)N.CCO.CCO.CCO
* total energy: -51971.6644 eV
* LUMO: 0.52 eV
* energy relative to the best compared isomer or geometry (same formula, charge and spin): 143.8 kJ/mol
* molecular weight: 583.90 g/mol

The geometry in ORCA input format:
```
! wB97M-V def2-TZVPD RIJCOSX def2/J DEFGRID3
* xyz 0 1
C -10.135 26.895 -19.268
C -11.162 26.590 -18.206
C -10.942 27.353 -16.888
O -11.852 26.956 -15.897
C -11.947 27.817 -14.784
N -12.494 26.936 -18.769
H -10.148 26.111 -20.031
H -9.140 26.672 -18.872
H -10.243 27.837 -19.802
H -11.132 25.500 -18.158
H -11.004 28.434 -17.056
H -9.913 27.142 -16.572
H -12.418 27.326 -13.936
H -12.561 28.664 -15.111
H -10.999 28.281 -14.500
H -12.453 27.867 -19.180
H -13.080 27.064 -17.946
C -15.548 26.157 -13.859
C -15.599 25.979 -15.362
C -15.653 27.290 -16.152
O -15.878 26.957 -17.505
C -15.993 28.070 -18.380
N -14.479 25.183 -15.804
H -14.583 26.591 -13.589
H -15.607 25.194 -13.354
H -16.398 26.752 -13.520
H -16.560 25.476 -15.493
H -14.711 27.846 -16.049
H -16.464 27.995 -15.924
H -16.094 27.704 -19.398
H -15.052 28.625 -18.301
H -16.822 28.712 -18.073
H -13.570 25.621 -15.716
H -14.628 25.072 -16.804
C -10.223 32.428 -18.153
C -10.379 33.234 -16.878
C -10.005 32.362 -15.681
O -11.025 31.445 -15.351
C -12.113 31.977 -14.638
N -9.449 34.384 -16.904
H -10.577 32.985 -19.018
H -10.575 31.405 -18.035
H -9.135 32.357 -18.247
H -11.382 33.669 -16.828
H -9.817 32.916 -14.753
H -9.089 31.822 -15.926
H -11.856 32.239 -13.605
H -12.853 31.187 -14.513
H -12.540 32.860 -15.116
H -9.160 34.609 -15.960
H -9.943 35.181 -17.282
C -7.450 28.859 -20.283
C -6.381 29.621 -21.102
C -6.828 30.895 -21.829
O -7.867 30.593 -22.726
C -8.118 31.558 -23.762
N -5.303 30.028 -20.178
H -7.044 27.971 -19.800
H -8.296 28.679 -20.944
H -7.777 29.479 -19.445
H -5.933 28.961 -21.849
H -5.990 31.326 -22.393
H -7.081 31.726 -21.159
H -8.971 31.152 -24.301
H -7.238 31.743 -24.377
H -8.460 32.436 -23.209
H -4.496 30.488 -20.576
H -4.967 29.211 -19.685
C -9.872 26.128 -23.465
C -10.302 26.574 -24.877
C -9.729 27.896 -25.317
O -10.334 28.291 -26.532
C -10.065 29.633 -26.969
N -9.950 25.512 -25.780
H -10.216 25.147 -23.143
H -10.214 26.859 -22.726
H -8.786 26.168 -23.345
H -11.394 26.612 -24.761
H -8.640 28.003 -25.352
H -10.010 28.655 -24.571
H -10.438 30.400 -26.288
H -10.578 29.626 -27.927
H -8.981 29.682 -27.096
H -10.363 24.629 -25.514
H -10.339 25.766 -26.684
C -11.813 31.323 -21.550
C -11.629 30.137 -20.583
O -12.936 29.726 -20.131
H -11.726 32.305 -21.084
H -12.783 31.268 -22.041
H -10.981 31.273 -22.257
H -10.835 30.283 -19.855
H -11.376 29.201 -21.098
H -13.393 29.631 -20.970
C -7.620 29.090 -15.010
C -8.110 28.650 -13.648
O -6.968 28.104 -12.982
H -6.914 29.896 -14.811
H -8.431 29.313 -15.702
H -7.058 28.251 -15.424
H -8.882 27.887 -13.778
H -8.496 29.467 -13.033
H -7.256 27.618 -12.205
C -13.486 23.328 -21.947
C -12.790 24.257 -20.962
O -13.806 24.903 -20.200
H -14.268 22.780 -21.425
H -12.795 22.533 -22.241
H -13.804 23.873 -22.833
H -12.050 24.953 -21.372
H -12.184 23.673 -20.257
H -13.384 25.526 -19.577
*
```

Atom charges from the Löwdin analysis, given in e for atoms 1 to 99: C -0.06; C -0.37; C -0.19; O -0.21; C -0.08; N 0.07; H 0.07; H 0.08; H 0.05; H 0.14; H 0.13; H 0.12; H 0.08; H 0.08; H 0.07; H 0.05; H 0.07; C -0.07; C -0.44; C -0.21; O -0.21; C -0.09; N 0.06; H 0.06; H 0.08; H 0.08; H 0.14; H 0.11; H 0.12; H 0.09; H 0.07; H 0.08; H 0.05; H 0.07; C -0.06; C -0.43; C -0.20; O -0.20; C -0.11; N 0.03; H 0.07; H 0.06; H 0.08; H 0.13; H 0.12; H 0.12; H 0.09; H 0.08; H 0.08; H 0.06; H 0.07; C -0.05; C -0.41; C -0.22; O -0.22; C -0.08; N 0.02; H 0.07; H 0.06; H 0.08; H 0.13; H 0.12; H 0.13; H 0.06; H 0.09; H 0.09; H 0.07; H 0.06; C -0.07; C -0.45; C -0.21; O -0.21; C -0.08; N 0.04; H 0.07; H 0.06; H 0.08; H 0.14; H 0.13; H 0.12; H 0.08; H 0.09; H 0.09; H 0.07; H 0.07; C -0.05; C -0.28; O -0.11; H 0.06; H 0.08; H 0.06; H 0.09; H 0.10; H 0.08; C -0.09; C -0.33; O -0.09; H 0.08; H 0.06


DFT (the ωB97M-V functional and the def2-TZVPD basis) results for 8 unconnected molecules or ions with the total composition C26H74N10O8.

* SMILES: COC[C@H](C)N.COC[C@H](C)N.COC[C@H](C)N.COC[C@H](C)N.COC[C@H](C)N.COC[C@H](C)N.NC(N)=O.NC(N)=O
* total energy: -59441.5609 eV
* LUMO: 0.41 eV
* energy relative to the best compared isomer or geometry (same formula, charge and spin): 132.8 kJ/mol
* molecular weight: 654.94 g/mol

The geometry in ORCA input format:
```
! wB97M-V def2-TZVPD RIJCOSX def2/J DEFGRID3
* xyz 0 1
C 0.470 -4.006 -4.576
O 1.137 -2.969 -4.577
N -0.204 -4.439 -3.478
N 0.291 -4.768 -5.682
H -0.799 -5.227 -3.637
H -0.109 -3.989 -2.581
H -0.234 -5.611 -5.802
H 0.684 -4.430 -6.545
C -1.209 -3.236 -0.437
O 0.021 -3.203 -0.353
N -1.977 -2.124 -0.379
N -1.919 -4.407 -0.482
H -1.542 -1.215 -0.497
H -2.953 -2.251 -0.578
H -2.907 -4.469 -0.630
H -1.379 -5.251 -0.547
C -2.939 -1.611 -4.666
C -2.362 -0.308 -5.264
C -3.346 0.307 -6.255
O -3.492 -0.589 -7.343
C -4.218 -0.039 -8.419
N -2.069 0.639 -4.196
H -3.261 -2.286 -5.458
H -3.809 -1.330 -4.063
H -2.213 -2.017 -3.959
H -1.452 -0.592 -5.795
H -2.882 1.219 -6.658
H -4.305 0.634 -5.835
H -5.307 -0.090 -8.310
H -3.919 -0.659 -9.266
H -3.945 1.003 -8.613
H -1.446 0.146 -3.566
H -2.872 0.887 -3.629
C -3.236 0.011 3.175
C -2.507 -0.887 4.207
C -2.687 -2.350 3.873
O -4.052 -2.728 3.648
C -4.577 -3.522 4.673
N -1.119 -0.505 4.443
H -4.304 -0.004 3.409
H -3.147 -0.353 2.151
H -2.901 1.036 3.327
H -3.029 -0.708 5.155
H -2.184 -2.990 4.601
H -2.246 -2.532 2.884
H -5.641 -3.654 4.454
H -4.534 -3.100 5.683
H -4.155 -4.535 4.690
H -0.609 -0.364 3.553
H -1.176 0.414 4.873
C 0.995 1.908 1.891
C 0.028 1.021 1.086
C 0.628 0.791 -0.322
O -0.227 -0.005 -1.113
C 0.431 -0.623 -2.214
N -0.050 -0.271 1.768
H 0.851 2.961 1.639
H 2.015 1.634 1.607
H 0.910 1.767 2.966
H -0.974 1.451 1.017
H 1.641 0.395 -0.191
H 0.828 1.786 -0.744
H 1.406 -1.014 -1.909
H 0.576 0.030 -3.072
H -0.143 -1.520 -2.441
H -0.489 -0.834 1.033
H 0.858 -0.745 1.803
C 4.955 -1.285 3.786
C 3.976 -0.659 2.786
C 4.533 -0.575 1.373
O 4.940 -1.854 0.926
C 5.231 -1.922 -0.444
N 2.694 -1.382 2.736
H 5.095 -2.355 3.622
H 4.527 -1.183 4.788
H 5.950 -0.839 3.830
H 3.642 0.304 3.184
H 5.447 0.035 1.366
H 3.849 -0.072 0.681
H 4.307 -2.048 -1.022
H 5.842 -2.814 -0.583
H 5.759 -1.047 -0.838
H 2.563 -1.714 3.690
H 2.721 -2.224 2.166
C 0.425 1.734 7.138
C 1.072 2.790 6.255
C -0.016 3.717 5.615
O -1.081 2.967 5.084
C -1.896 3.796 4.267
N 2.095 3.515 6.975
H 1.058 0.889 7.409
H -0.353 1.197 6.588
H -0.107 2.199 7.970
H 1.503 2.322 5.364
H 0.480 4.258 4.798
H -0.338 4.445 6.376
H -2.288 3.229 3.420
H -1.311 4.582 3.783
H -2.732 4.251 4.798
H 2.468 4.248 6.373
H 1.656 4.043 7.728
C 1.512 4.855 -2.966
C 1.042 3.599 -3.606
C 2.059 2.463 -3.531
O 3.102 2.767 -4.444
C 4.002 1.689 -4.516
N -0.204 3.161 -2.925
H 0.807 5.691 -2.911
H 2.329 5.296 -3.551
H 1.892 4.778 -1.944
H 0.855 3.664 -4.683
H 1.580 1.567 -3.946
H 2.363 2.242 -2.502
H 3.486 0.771 -4.837
H 4.361 1.406 -3.516
H 4.846 1.861 -5.177
H -0.466 2.209 -3.164
H -0.942 3.746 -3.300
*
```

Atom charges from the Löwdin analysis, given in e for atoms 1 to 99: C -0.68; O 0.01; N 0.17; N 0.15; H 0.09; H 0.07; H 0.09; H 0.11; C -0.69; O 0.01; N 0.18; N 0.16; H 0.07; H 0.10; H 0.09; H 0.10; C -0.05; C -0.41; C -0.22; O -0.19; C -0.11; N 0.05; H 0.07; H 0.08; H 0.05; H 0.14; H 0.12; H 0.13; H 0.09; H 0.09; H 0.08; H 0.03; H 0.08; C -0.05; C -0.43; C -0.20; O -0.19; C -0.14; N 0.04; H 0.07; H 0.06; H 0.05; H 0.13; H 0.12; H 0.12; H 0.08; H 0.09; H 0.08; H 0.02; H 0.03; C -0.04; C -0.38; C -0.20; O -0.21; C -0.09; N 0.04; H 0.08; H 0.06; H 0.06; H 0.14; H 0.11; H 0.11; H 0.10; H 0.06; H 0.06; H 0.04; H 0.05; C -0.06; C -0.41; C -0.21; O -0.19; C -0.11; N 0.04; H 0.08; H 0.07; H 0.08; H 0.13; H 0.13; H 0.11; H 0.09; H 0.09; H 0.09; H 0.08; H 0.09; C -0.06; C -0.44; C -0.22; O -0.20; C -0.10; N 0.03; H 0.08; H 0.05; H 0.08; H 0.13; H 0.11; H 0.13; H 0.07; H 0.08; H 0.09